No. 1
ORCA calculation (wB97M-V/def2-TZVPD) on a structure of composition C37H33F6GeN6O5RuS3.

Geometry (Å):
Ru 0.002 -0.796 -0.753
Ge -0.755 2.297 0.599
S 2.294 -1.097 -0.175
S 0.417 -4.586 -0.263
S -2.287 -5.128 0.070
F 0.218 -2.935 1.855
F -2.709 -7.741 0.224
F 2.023 -4.114 1.781
F -4.200 -6.504 1.188
F -2.278 -6.809 2.127
F 0.164 -5.038 2.352
O -2.113 -1.123 -1.312
O -2.425 -4.074 1.049
O 0.148 -3.359 -0.962
O 1.577 -5.347 -0.607
O -3.149 -5.078 -1.079
N -4.211 -0.813 -0.569
N -0.823 -5.589 -0.228
N 2.226 -0.001 -2.619
N 4.099 -1.272 -2.228
N 4.788 -2.030 -1.303
N 0.944 0.065 -2.283
C 7.985 -2.650 -2.987
C -1.006 5.229 0.559
C 2.120 2.195 1.097
C 7.913 -3.889 -0.947
C -2.884 -6.635 0.953
C 0.558 3.793 -2.621
C -3.057 -1.487 -0.617
C 6.016 -2.518 -1.587
C -1.637 6.453 0.362
C 6.715 -2.151 -2.754
C 0.413 1.403 -2.152
C 3.294 2.412 1.811
C 3.263 3.121 3.003
C -0.880 3.880 -2.745
C 8.608 -3.518 -2.097
C -2.992 6.499 0.069
C -1.652 2.778 -2.696
C -1.855 1.132 1.768
C 0.883 3.380 2.775
C -1.140 1.466 -2.306
C -3.068 4.098 0.168
C 0.901 2.674 1.571
C 1.171 2.602 -2.454
C -4.314 0.437 -1.300
C -3.035 1.523 2.399
C 2.942 -0.838 -1.815
C -3.709 5.313 -0.025
C 6.645 -3.407 -0.690
C -3.368 -0.695 3.279
C -1.439 -0.194 1.936
C -1.706 4.028 0.464
C 0.716 -4.125 1.540
C -2.183 -1.103 2.676
C -3.786 0.621 3.148
C 2.053 3.608 3.486
C -5.300 -1.250 0.277
C -0.492 1.220 -0.951
H 4.271 -2.386 -0.506
H -6.180 -1.513 -0.316
H 1.150 4.687 -2.780
H 6.113 -3.713 0.204
H -1.065 7.371 0.431
H -3.486 7.451 -0.088
H 2.022 4.158 4.420
H -3.642 3.184 0.067
H -4.767 5.335 -0.261
H -0.488 -0.514 1.489
H 2.158 1.613 0.183
H -3.377 2.549 2.316
H -5.565 -0.465 0.988
H 9.601 -3.903 -2.294
H -5.311 0.850 -1.157
H -4.702 0.951 3.628
H -4.982 -2.125 0.841
H -3.957 -1.401 3.852
H -1.600 0.598 -2.768
H -3.562 1.145 -0.947
H 0.057 5.211 0.772
H -3.017 -2.385 0.009
H 8.502 -2.351 -3.894
H 4.223 2.005 1.432
H 2.244 2.490 -2.546
H 8.367 -4.573 -0.238
H -4.134 0.274 -2.363
H -1.325 4.841 -2.984
H 4.177 3.287 3.562
H -2.696 2.847 -2.996
H -1.844 -2.127 2.763
H -0.057 3.758 3.167
H 6.232 -1.481 -3.449

As for the energy above the lowest of the compared OMol25 structures with the same formula, charge and spin: 43.7 kJ/mol. The gap between HOMO and LUMO (spin up / spin down) is 0.1647 / 0.1852 Eh. The value obtained for the strongest force on any atom is 0.77 eV/A. As for the spin multiplicity: 2. For the LUMO energy (spin up / spin down), the calculation gives 3.91 / 3.91 eV. The value obtained for the HOMO energy (spin up / spin down) is -0.0210 / -0.0415 hartree. Its charge is -2. For the electronic energy, the calculation gives -165988.9451 eV.

---

No. 2
ORCA calculation (wB97M-V/def2-TZVPD) on a structure of composition C37H33GeN6SSe2Sr at a distorted geometry.

Geometry (Å):
Sr -2.534 -0.240 -0.838
Se -4.496 1.180 -1.552
Se -2.776 3.495 -1.186
Ge 1.064 -2.124 -0.838
S -1.860 1.967 0.072
N -0.051 4.398 -0.918
N -0.449 1.259 2.228
N -3.493 3.121 1.951
N -1.591 1.983 2.675
N -3.550 -0.133 1.009
N 1.650 0.592 0.204
C -4.933 -0.147 2.984
C 1.591 -4.938 2.405
C 0.657 1.950 2.120
C 2.995 2.213 1.380
C 0.738 6.638 -1.286
C 3.587 1.590 -0.841
C -0.606 -3.020 -1.283
C -1.300 4.813 -1.122
C -5.873 0.540 0.828
C 0.765 -0.526 0.146
C 3.439 -1.908 -4.341
C 2.866 -2.696 1.389
C 2.660 -4.388 3.092
C 0.942 5.293 -1.013
C 4.484 -2.777 -4.060
C -6.074 0.291 2.185
C 4.539 -3.410 -2.824
C 3.306 -3.266 2.572
C -3.042 -4.271 -1.867
C 1.764 1.534 1.292
C -3.766 -0.370 2.362
C -0.846 -3.558 -2.553
C 2.451 -1.688 -3.392
C -1.597 6.141 -1.439
C 2.485 -2.331 -2.145
C 2.458 0.870 -0.921
C 1.164 -4.367 1.205
C -0.562 7.064 -1.502
C -1.600 -3.142 -0.301
C 3.955 2.198 0.397
C -2.056 -4.185 -2.842
C 3.546 -3.192 -1.876
C -2.813 -3.753 -0.596
C 0.774 3.319 2.769
C 1.781 -3.228 0.682
C -2.351 2.382 1.746
C -4.619 0.405 0.231
H -6.674 0.925 0.216
H 2.984 -4.816 4.034
H -0.773 8.106 -1.708
H -0.081 -3.484 -3.322
H 3.173 2.791 2.278
H -2.890 -0.723 2.905
H 4.902 2.707 0.519
H -2.230 -4.600 -3.829
H 2.056 0.493 -1.841
H 1.603 3.340 3.481
H 4.190 1.725 -1.735
H 3.369 -1.810 1.005
H -3.580 -3.820 0.165
H 1.079 -5.809 2.802
H -0.138 3.556 3.301
H -2.619 6.441 -1.615
H 5.245 -2.969 -4.806
H 1.631 -1.023 -3.621
H -3.987 -4.749 -2.092
H 0.951 4.083 2.015
H 3.599 -3.693 -0.918
H 4.144 -2.827 3.104
H -3.737 3.124 2.932
H 0.334 -4.819 0.669
H 3.386 -1.408 -5.302
H 5.356 -4.085 -2.598
H 1.573 7.325 -1.331
H -1.418 -2.770 0.704
H -5.009 -0.297 4.052
H -4.268 2.830 1.375
H 1.943 4.896 -0.862
H 0.109 -0.663 1.004
H -7.044 0.451 2.634

The gap between HOMO and LUMO (spin up / spin down) is 0.1476 / 0.1587 Eh. The value obtained for the strongest force on any atom is 7.63 eV/A. As for the spin multiplicity: 1. For the LUMO energy (spin up / spin down), the calculation gives 2.19 / 2.22 eV. The value obtained for the HOMO energy (spin up / spin down) is -0.0673 / -0.0772 hartree. Its charge is -1. For the electronic energy, the calculation gives -246719.9709 eV.

---

No. 3
ORCA calculation (wB97M-V/def2-TZVPD) on a structure of composition C37H33I2N4O2PW.

Geometry (Å):
W 0.758 0.163 1.027
I 7.646 3.796 0.933
I 5.169 -1.540 -0.278
P -1.274 -0.720 -1.439
O 2.652 0.134 0.531
O 1.167 0.305 3.229
N 1.371 -1.869 1.801
N -1.077 1.198 1.727
N 1.134 2.349 0.679
N -0.256 -0.775 -0.201
C 1.887 -1.977 3.029
C -3.727 -1.830 -2.054
C 3.595 2.260 1.099
C -0.574 -0.795 -4.156
C 5.971 2.572 0.826
C -4.985 -3.226 -0.559
C 6.102 1.252 0.410
C -2.330 3.215 1.899
C -1.767 0.973 -1.816
C -2.420 3.627 -2.346
C -1.189 2.518 1.526
C 0.576 -3.315 -3.908
C -2.870 -2.334 0.146
C 2.087 -4.096 1.334
C -3.386 2.528 2.469
C -4.851 -2.592 -1.789
C 1.487 -2.911 0.965
C -3.022 1.467 -1.471
C 0.031 -2.694 -2.800
C -0.833 1.823 -2.417
C -2.110 0.529 2.277
C 2.266 2.815 1.543
C -1.165 3.139 -2.698
C 2.504 -3.132 3.475
C 0.555 -2.674 -5.142
C -2.738 -1.689 -1.079
C 2.601 -4.214 2.616
C 3.718 0.935 0.662
C -3.342 2.795 -1.727
C -0.531 -1.420 -2.913
C 4.724 3.070 1.167
C -0.026 -1.423 -5.266
C -0.070 3.205 0.800
C -3.277 1.154 2.654
C -3.995 -3.104 0.405
C 4.981 0.442 0.328
C 1.812 -0.778 3.933
H -3.615 -1.351 -3.020
H 1.239 -1.009 4.831
H 7.072 0.855 0.147
H -0.455 3.781 -3.203
H 1.008 -4.303 -3.817
H -1.040 0.175 -4.273
H -2.384 4.281 1.728
H -4.095 -3.618 1.352
H 0.630 0.839 3.826
H 2.814 -0.457 4.224
H 1.478 2.416 -0.277
H 3.081 -5.127 2.940
H -5.618 -2.703 -2.542
H 2.302 3.905 1.506
H -0.058 -0.933 -6.230
H -1.973 -0.537 2.404
H 0.179 4.148 1.291
H 0.014 -3.210 -1.849
H -4.323 3.171 -1.470
H 0.140 1.439 -2.709
H 2.157 -4.906 0.623
H -5.860 -3.829 -0.358
H 1.080 -2.753 -0.021
H 4.625 4.097 1.493
H -4.079 0.576 3.090
H -0.427 3.444 -0.202
H 2.909 -3.177 4.477
H -3.759 0.813 -1.019
H -2.074 -2.255 0.878
H 2.037 2.531 2.575
H -2.684 4.651 -2.575
H 0.982 -3.160 -6.009
H -4.285 3.053 2.762

The gap between HOMO and LUMO (spin up / spin down) is 0.2498 / 0.2556 Eh. The value obtained for the strongest force on any atom is 0.51 eV/A. As for the spin multiplicity: 3. For the LUMO energy (spin up / spin down), the calculation gives -5.26 / -5.50 eV. The value obtained for the HOMO energy (spin up / spin down) is -0.4430 / -0.4577 hartree. Its charge is +2. For the electronic energy, the calculation gives -76264.9634 eV.

---

Question: Which of these has the lowest charge?
Answer: C37H33F6GeN6O5RuS3

---

Copy entry 2 word for word.
ORCA calculation (wB97M-V/def2-TZVPD) on a structure of composition C37H33GeN6SSe2Sr at a distorted geometry.

Geometry (Å):
Sr -2.534 -0.240 -0.838
Se -4.496 1.180 -1.552
Se -2.776 3.495 -1.186
Ge 1.064 -2.124 -0.838
S -1.860 1.967 0.072
N -0.051 4.398 -0.918
N -0.449 1.259 2.228
N -3.493 3.121 1.951
N -1.591 1.983 2.675
N -3.550 -0.133 1.009
N 1.650 0.592 0.204
C -4.933 -0.147 2.984
C 1.591 -4.938 2.405
C 0.657 1.950 2.120
C 2.995 2.213 1.380
C 0.738 6.638 -1.286
C 3.587 1.590 -0.841
C -0.606 -3.020 -1.283
C -1.300 4.813 -1.122
C -5.873 0.540 0.828
C 0.765 -0.526 0.146
C 3.439 -1.908 -4.341
C 2.866 -2.696 1.389
C 2.660 -4.388 3.092
C 0.942 5.293 -1.013
C 4.484 -2.777 -4.060
C -6.074 0.291 2.185
C 4.539 -3.410 -2.824
C 3.306 -3.266 2.572
C -3.042 -4.271 -1.867
C 1.764 1.534 1.292
C -3.766 -0.370 2.362
C -0.846 -3.558 -2.553
C 2.451 -1.688 -3.392
C -1.597 6.141 -1.439
C 2.485 -2.331 -2.145
C 2.458 0.870 -0.921
C 1.164 -4.367 1.205
C -0.562 7.064 -1.502
C -1.600 -3.142 -0.301
C 3.955 2.198 0.397
C -2.056 -4.185 -2.842
C 3.546 -3.192 -1.876
C -2.813 -3.753 -0.596
C 0.774 3.319 2.769
C 1.781 -3.228 0.682
C -2.351 2.382 1.746
C -4.619 0.405 0.231
H -6.674 0.925 0.216
H 2.984 -4.816 4.034
H -0.773 8.106 -1.708
H -0.081 -3.484 -3.322
H 3.173 2.791 2.278
H -2.890 -0.723 2.905
H 4.902 2.707 0.519
H -2.230 -4.600 -3.829
H 2.056 0.493 -1.841
H 1.603 3.340 3.481
H 4.190 1.725 -1.735
H 3.369 -1.810 1.005
H -3.580 -3.820 0.165
H 1.079 -5.809 2.802
H -0.138 3.556 3.301
H -2.619 6.441 -1.615
H 5.245 -2.969 -4.806
H 1.631 -1.023 -3.621
H -3.987 -4.749 -2.092
H 0.951 4.083 2.015
H 3.599 -3.693 -0.918
H 4.144 -2.827 3.104
H -3.737 3.124 2.932
H 0.334 -4.819 0.669
H 3.386 -1.408 -5.302
H 5.356 -4.085 -2.598
H 1.573 7.325 -1.331
H -1.418 -2.770 0.704
H -5.009 -0.297 4.052
H -4.268 2.830 1.375
H 1.943 4.896 -0.862
H 0.109 -0.663 1.004
H -7.044 0.451 2.634

The gap between HOMO and LUMO (spin up / spin down) is 0.1476 / 0.1587 Eh. The value obtained for the strongest force on any atom is 7.63 eV/A. As for the spin multiplicity: 1. For the LUMO energy (spin up / spin down), the calculation gives 2.19 / 2.22 eV. The value obtained for the HOMO energy (spin up / spin down) is -0.0673 / -0.0772 hartree. Its charge is -1. For the electronic energy, the calculation gives -246719.9709 eV.

---

Question: Which of these has the lowest electronic energy?
Answer: C37H33GeN6SSe2Sr

---

Repeat the third record exactly.
ORCA calculation (wB97M-V/def2-TZVPD) on a structure of composition C37H33I2N4O2PW.

Geometry (Å):
W 0.758 0.163 1.027
I 7.646 3.796 0.933
I 5.169 -1.540 -0.278
P -1.274 -0.720 -1.439
O 2.652 0.134 0.531
O 1.167 0.305 3.229
N 1.371 -1.869 1.801
N -1.077 1.198 1.727
N 1.134 2.349 0.679
N -0.256 -0.775 -0.201
C 1.887 -1.977 3.029
C -3.727 -1.830 -2.054
C 3.595 2.260 1.099
C -0.574 -0.795 -4.156
C 5.971 2.572 0.826
C -4.985 -3.226 -0.559
C 6.102 1.252 0.410
C -2.330 3.215 1.899
C -1.767 0.973 -1.816
C -2.420 3.627 -2.346
C -1.189 2.518 1.526
C 0.576 -3.315 -3.908
C -2.870 -2.334 0.146
C 2.087 -4.096 1.334
C -3.386 2.528 2.469
C -4.851 -2.592 -1.789
C 1.487 -2.911 0.965
C -3.022 1.467 -1.471
C 0.031 -2.694 -2.800
C -0.833 1.823 -2.417
C -2.110 0.529 2.277
C 2.266 2.815 1.543
C -1.165 3.139 -2.698
C 2.504 -3.132 3.475
C 0.555 -2.674 -5.142
C -2.738 -1.689 -1.079
C 2.601 -4.214 2.616
C 3.718 0.935 0.662
C -3.342 2.795 -1.727
C -0.531 -1.420 -2.913
C 4.724 3.070 1.167
C -0.026 -1.423 -5.266
C -0.070 3.205 0.800
C -3.277 1.154 2.654
C -3.995 -3.104 0.405
C 4.981 0.442 0.328
C 1.812 -0.778 3.933
H -3.615 -1.351 -3.020
H 1.239 -1.009 4.831
H 7.072 0.855 0.147
H -0.455 3.781 -3.203
H 1.008 -4.303 -3.817
H -1.040 0.175 -4.273
H -2.384 4.281 1.728
H -4.095 -3.618 1.352
H 0.630 0.839 3.826
H 2.814 -0.457 4.224
H 1.478 2.416 -0.277
H 3.081 -5.127 2.940
H -5.618 -2.703 -2.542
H 2.302 3.905 1.506
H -0.058 -0.933 -6.230
H -1.973 -0.537 2.404
H 0.179 4.148 1.291
H 0.014 -3.210 -1.849
H -4.323 3.171 -1.470
H 0.140 1.439 -2.709
H 2.157 -4.906 0.623
H -5.860 -3.829 -0.358
H 1.080 -2.753 -0.021
H 4.625 4.097 1.493
H -4.079 0.576 3.090
H -0.427 3.444 -0.202
H 2.909 -3.177 4.477
H -3.759 0.813 -1.019
H -2.074 -2.255 0.878
H 2.037 2.531 2.575
H -2.684 4.651 -2.575
H 0.982 -3.160 -6.009
H -4.285 3.053 2.762

The gap between HOMO and LUMO (spin up / spin down) is 0.2498 / 0.2556 Eh. The value obtained for the strongest force on any atom is 0.51 eV/A. As for the spin multiplicity: 3. For the LUMO energy (spin up / spin down), the calculation gives -5.26 / -5.50 eV. The value obtained for the HOMO energy (spin up / spin down) is -0.4430 / -0.4577 hartree. Its charge is +2. For the electronic energy, the calculation gives -76264.9634 eV.